Arrangement P

Molecular formula: C6H14
Method: DFT, ωB97M-V with the def2-TZVPD basis set

Each atom is followed by the atoms it is bonded to, with distances in Å.
Cartesian coordinates (Å):
1 C -1.52543 1.81488 0.97054  C2 1.528, H7 1.097, H8 1.096, H9 1.097
2 C -0.33434 1.45470 0.08325  C1 1.528, C3 1.546, H10 1.098, H11 1.097
3 C 0.23685 0.02485 0.22639  C2 1.546, C4 1.531, C5 1.536, H12 1.100
4 C -0.75794 -1.01387 0.75028  C3 1.531, H13 1.095, H14 1.095, H15 1.097
5 C 0.86618 -0.38808 -1.11245  C3 1.536, C6 1.526, H16 1.100, H17 1.101
6 C 1.72313 -1.64901 -1.05191  C5 1.526, H18 1.095, H19 1.095, H20 1.097
7 H -1.29183 1.68742 2.03509  C1 1.097
8 H -1.80776 2.86242 0.81370  C1 1.096
9 H -2.40665 1.20182 0.74433  C1 1.097
10 H -0.60458 1.63364 -0.96579  C2 1.098
11 H 0.48536 2.15284 0.29327  C2 1.097
12 H 1.04989 0.06977 0.96543  C3 1.100
13 H -0.25125 -1.96554 0.94077  C4 1.095
14 H -1.19987 -0.69300 1.69969  C4 1.095
15 H -1.57627 -1.20454 0.04446  C4 1.097
16 H 1.48085 0.44839 -1.47527  C5 1.100
17 H 0.06506 -0.51673 -1.85629  C5 1.101
18 H 1.12394 -2.53818 -0.82739  C6 1.095
19 H 2.23442 -1.82406 -2.00444  C6 1.095
20 H 2.49024 -1.55770 -0.27365  C6 1.097

The lowest unoccupied orbital energy comes out at 1.2 eV. As for the spin multiplicity: 1. The total charge is 0.

=====

Arrangement Q

Molecular formula: C6H14
Method: DFT, ωB97M-V with the def2-TZVPD basis set

Each atom is followed by the atoms it is bonded to, with distances in Å.
Cartesian coordinates (Å):
1 C -2.50099 -0.66707 -0.46141  C2 1.520, H7 1.077, H8 1.113, H9 1.082
2 C -1.39220 -0.22341 0.47952  C1 1.520, C3 1.567, H10 1.081, H11 1.105
3 C 0.05537 -0.18220 -0.11817  C2 1.567, C4 1.543, C5 1.517, H12 1.096
4 C 0.07621 0.86975 -1.24629  C3 1.543, H13 1.098, H14 1.109, H15 1.096
5 C 1.11059 0.11338 0.93092  C3 1.517, C6 1.579, H16 1.078, H17 1.102
6 C 2.64090 0.01166 0.55563  C5 1.579, H18 1.093, H19 1.092, H20 1.083
7 H -2.66029 0.06337 -1.23641  C1 1.077
8 H -2.21247 -1.58213 -1.02573  C1 1.113
9 H -3.38419 -0.83913 0.13990  C1 1.082
10 H -1.23561 -0.77920 1.39298  C2 1.081
11 H -1.62644 0.81281 0.78173  C2 1.105
12 H 0.22980 -1.14452 -0.61287  C3 1.096
13 H -0.66031 0.67856 -2.03771  C4 1.098
14 H 1.00015 0.98016 -1.84926  C4 1.109
15 H -0.16383 1.88517 -0.91058  C4 1.096
16 H 1.02259 1.12219 1.29959  C5 1.078
17 H 0.86138 -0.66808 1.66719  C5 1.102
18 H 3.15696 0.86289 1.00771  C6 1.093
19 H 3.00814 -0.91804 0.99451  C6 1.092
20 H 2.89361 0.00425 -0.49716  C6 1.083

The lowest unoccupied orbital energy comes out at 1.2 eV. As for the spin multiplicity: 1. The total charge is 0.

=====

Quick one: least stable of them? arrangement Q

=====

Arrangement P

Molecular formula: C2H5NO4
Method: DFT, ωB97M-V with the def2-TZVPD basis set

Each atom is followed by the atoms it is bonded to, with distances in Å.
Cartesian coordinates (Å):
1 O -2.54864 -1.54394 -0.00399  C2 1.199
2 C -1.40997 -1.38660 -0.34546  O1 1.199, N3 1.415, H7 1.103
3 N -0.67901 -0.25072 0.07470  C2 1.415, C4 1.441, H8 1.015
4 C -0.06022 -0.15564 1.37281  N3 1.441, O5 1.185, O6 1.346
5 O 0.91613 0.49787 1.52819  C4 1.185
6 O -0.73053 -0.92467 2.25132  C4 1.346, H9 0.972
7 H -0.92068 -1.99897 -1.12204  C2 1.103
8 H 0.00255 -0.00333 -0.63526  N3 1.015
9 H -1.62729 -1.05332 1.89900  O6 0.972
10 O 3.62052 2.86789 -3.76581  H11 0.959, H12 0.963
11 H 3.13026 2.85038 -4.58928  O10 0.959
12 H 3.41886 3.72711 -3.38060  O10 0.963

The lowest unoccupied orbital energy comes out at 0.4 eV. As for the spin multiplicity: 1. The total charge is 0.

=====

Arrangement Q

Molecular formula: C2H5NO4
Method: DFT, ωB97M-V with the def2-TZVPD basis set

Each atom is followed by the atoms it is bonded to, with distances in Å.
Cartesian coordinates (Å):
1 O 1.70361 -2.31234 0.31344  C2 1.211
2 C 0.62922 -1.91329 -0.07629  O1 1.211, N3 1.350, H7 1.111
3 N 0.28904 -0.63911 -0.36401  C2 1.350, C4 1.452, H8 1.003
4 C 1.26731 0.43185 -0.42466  N3 1.452, O5 1.189, O6 1.345
5 O 0.99119 1.39048 -1.07201  C4 1.189
6 O 2.30653 0.33618 0.42405  C4 1.345, H9 0.992
7 H -0.29491 -2.50110 -0.26332  C2 1.111
8 H -0.63218 -0.32348 -0.60348  N3 1.003
9 H 2.28811 -0.61568 0.70287  O6 0.992
10 O -2.62999 1.82378 0.65437  H11 0.949, H12 0.972
11 H -2.31606 2.48911 0.05524  O10 0.949
12 H -3.60187 1.83359 0.65379  O10 0.972

The lowest unoccupied orbital energy comes out at 0.5 eV. As for the spin multiplicity: 1. The total charge is 0.

=====

Quick one: least stable of them? arrangement P

=====

Arrangement P

Molecular formula: C2H7N2O2
Method: DFT, ωB97M-V with the def2-TZVPD basis set

Each atom is followed by the atoms it is bonded to, with distances in Å.
Cartesian coordinates (Å):
1 C -1.40102 -0.11000 -0.28032  C2 1.546, H7 1.040, H8 1.108, H9 1.157
2 C -0.41785 0.31648 0.83363  C1 1.546, N4 1.411, H10 1.151, H11 1.184
3 N 1.92222 0.83500 0.33926  N4 1.199, O5 1.265
4 N 0.91870 0.18240 0.40316  C2 1.411, N3 1.199
5 O 2.94231 0.45402 -0.30527  N3 1.265, H12 1.008
6 O 1.14348 -1.76736 -0.23126  H13 0.940
7 H -1.89572 -1.00523 -0.09277  C1 1.040
8 H -1.94021 0.72758 -0.76579  C1 1.108
9 H -0.61430 -0.42464 -1.06779  C1 1.157
10 H -0.55380 -0.33548 1.77246  C2 1.151
11 H -0.74778 1.39635 1.19081  C2 1.184
12 H 3.79319 0.98760 -0.21930  O5 1.008
13 H 2.07358 -1.71193 -0.10569  O6 0.940

The lowest unoccupied orbital energy (alpha / beta) comes out at -6.6 / -7.7 eV. As for the spin multiplicity: 1. The total charge is +1.

=====

Arrangement Q

Molecular formula: C2H7N2O2
Method: DFT, ωB97M-V with the def2-TZVPD basis set

Each atom is followed by the atoms it is bonded to, with distances in Å.
Cartesian coordinates (Å):
1 C -1.80267 -0.30874 0.21997  C2 1.583, H7 1.099, H8 1.174, H9 1.132
2 C -0.56670 0.53574 -0.29619  C1 1.583, N4 1.328, H10 1.061, H11 1.171
3 N 1.37286 -0.96251 -0.05942  N4 1.260, O5 1.210, H12 1.119
4 N 0.67543 0.06849 -0.25622  C2 1.328, N3 1.260
5 O 2.56927 -1.10919 0.04693  N3 1.210
6 O 1.93677 1.77078 0.12530  H13 0.984
7 H -1.78489 -1.31616 -0.21815  C1 1.099
8 H -1.80599 -0.43220 1.38704  C1 1.174
9 H -2.74016 0.18662 -0.17749  C1 1.132
10 H -0.58216 1.27128 0.46890  C2 1.061
11 H -0.83268 1.11495 -1.27874  C2 1.171
12 H 0.88662 -1.95468 -0.23397  N3 1.119
13 H 2.67429 1.13562 0.27205  O6 0.984

The lowest unoccupied orbital energy (alpha / beta) comes out at -8.7 / -8.7 eV. As for the spin multiplicity: 1. The total charge is +1.

=====

Quick one: least stable of them? arrangement Q

=====

Arrangement P

Molecular formula: C2H7N2O2
Method: DFT, ωB97M-V with the def2-TZVPD basis set

Each atom is followed by the atoms it is bonded to, with distances in Å.
Cartesian coordinates (Å):
1 C -2.29862 -0.54069 0.02206  O2 1.400, H7 1.129, H8 1.085, H9 1.085
2 O -1.09537 0.01523 -0.42898  C1 1.400, N3 1.297
3 N -0.12234 -0.59933 0.16848  O2 1.297, N4 1.236
4 N 1.02439 -0.15031 0.05880  N3 1.236, C5 1.450, O6 1.348
5 C 1.54432 1.09526 -0.47025  N4 1.450, H10 1.008, H11 1.065, H12 1.115
6 O 1.95084 -0.65863 0.89545  N4 1.348, H13 0.922
7 H -2.00943 -1.39451 0.70178  C1 1.129
8 H -2.69571 -0.89288 -0.92405  C1 1.085
9 H -2.80750 0.30784 0.46801  C1 1.085
10 H 2.32686 0.91545 -1.07911  C5 1.008
11 H 1.95996 1.64487 0.34157  C5 1.065
12 H 0.70523 1.68912 -0.90278  C5 1.115
13 H 1.51737 -1.43141 1.14902  O6 0.922

The lowest unoccupied orbital energy comes out at -5.5 eV. As for the spin multiplicity: 1. The total charge is +1.

=====

Arrangement Q

Molecular formula: C2H7N2O2
Method: DFT, ωB97M-V with the def2-TZVPD basis set

Each atom is followed by the atoms it is bonded to, with distances in Å.
Cartesian coordinates (Å):
1 N 1.42403 -0.03816 -0.60462  C2 1.491, H7 1.031, H8 1.145, H9 1.069
2 C 0.71971 -0.59256 0.58740  N1 1.491, C3 1.531, H10 1.047, H11 1.097
3 C -0.70038 -0.13050 0.25158  C2 1.531, O4 1.300, N5 1.380, O6 1.594
4 O -1.41589 -1.02985 -0.35549  C3 1.300, H12 0.981
5 N -1.18528 0.98804 0.89718  C3 1.380, O6 1.485, H13 1.130
6 O -0.59640 1.30770 -0.42799  C3 1.594, N5 1.485
7 H 2.45231 -0.11086 -0.62477  N1 1.031
8 H 1.08060 1.05125 -0.53108  N1 1.145
9 H 1.09388 -0.28273 -1.59113  N1 1.069
10 H 0.70779 -1.63229 0.71096  C2 1.047
11 H 1.01950 -0.01230 1.46819  C2 1.097
12 H -2.32269 -0.79703 -0.64876  O4 0.981
13 H -2.27718 1.27930 0.86854  N5 1.130

The lowest unoccupied orbital energy comes out at -3.6 eV. As for the spin multiplicity: 1. The total charge is +1.

=====

Quick one: least stable of them? arrangement P